{
  "formula": "C16H24O5",
  "method": "the ωB97M-V functional and the def2-TZVPD basis",
  "symbols": ["O", "O", "O", "O", "O", "C", "C", "C", "C", "C", "C", "C", "C", "C", "C", "C", "C", "C", "C", "C", "C", "H", "H", "H", "H", "H", "H", "H", "H", "H", "H", "H", "H", "H", "H", "H", "H", "H", "H", "H", "H", "H", "H", "H", "H"],
  "positions_angstrom": [[-2.09219, -0.81814, 0.52907], [2.38443, 0.28709, -0.46124], [2.95190, 1.97433, -1.96326], [-1.33529, 1.08083, -1.46437], [-2.86819, -1.99415, -2.80997], [-0.72019, -0.11614, 2.36684], [3.81565, 1.19188, -2.76603], [-0.79197, 1.17436, 1.86339], [-3.47644, -2.73619, -0.07804], [0.72125, 0.66375, 4.12809], [-1.44428, -1.25967, 1.69896], [-0.10775, 2.20235, 2.49086], [2.99793, 0.80543, 0.70130], [0.04061, -0.36476, 3.50330], [0.95138, 0.57381, -2.31653], [1.91035, 1.27242, -1.34066], [0.64876, 1.95170, 3.62265], [-2.64198, -1.06846, -1.77268], [-1.57706, -0.06713, -2.22103], [-0.28761, 0.15618, -1.56107], [-2.32332, -1.80034, -0.44971], [4.08406, 0.26149, -2.25874], [2.27041, 1.35417, 1.30880], [1.44332, -0.30948, -2.72706], [0.09881, -1.36969, 3.89827], [3.36804, -0.05237, 1.25871], [3.35932, 0.96158, -3.73393], [-0.06743, -0.37354, -0.64123], [-1.37713, 1.36383, 0.97767], [-2.06429, -2.50941, -2.94935], [-1.40527, -2.40274, -0.60207], [3.82856, 1.46913, 0.44471], [4.70822, 1.79450, -2.92322], [1.31038, 0.46102, 5.01065], [-0.16745, 3.20425, 2.09096], [-2.17379, -1.69111, 2.40392], [1.36234, 2.05155, -0.78644], [-3.58628, -0.52740, -1.64912], [0.69477, 1.26629, -3.11849], [-1.63295, 0.10881, -3.29644], [1.18204, 2.75488, 4.11011], [-4.33492, -2.14346, 0.22740], [-0.71430, -2.05013, 1.45478], [-3.75171, -3.33803, -0.93942], [-3.19074, -3.39327, 0.73967]],
  "nbo_charge": [-0.54, -0.56, -0.54, -0.49, -0.70, 0.04, -0.27, -0.25, -0.64, -0.21, -0.10, -0.20, -0.26, -0.23, -0.46, 0.38, -0.23, 0.06, 0.05, 0.05, 0.10, 0.18, 0.18, 0.22, 0.20, 0.19, 0.17, 0.20, 0.25, 0.46, 0.15, 0.18, 0.19, 0.21, 0.21, 0.18, 0.16, 0.19, 0.22, 0.18, 0.21, 0.22, 0.18, 0.23, 0.21],
  "largest_force_ev_per_a": 1.36,
  "gap_ev": 9.785,
  "lumo_ev": 0.683,
  "energy_ha": -1000.19824,
  "smiles": "COC(C[C@H]1O[C@@H]1[C@@H](O)[C@H](C)OCc1ccccc1)OC",
  "total_charge": 0
}

---

{
  "formula": "C16H25B2N2O5",
  "method": "the ωB97M-V functional and the def2-TZVPD basis",
  "symbols": ["O", "O", "O", "O", "O", "N", "N", "C", "C", "C", "C", "C", "C", "C", "C", "C", "C", "C", "C", "C", "C", "C", "C", "B", "B", "H", "H", "H", "H", "H", "H", "H", "H", "H", "H", "H", "H", "H", "H", "H", "H", "H", "H", "H", "H", "H", "H", "H", "H", "H"],
  "positions_angstrom": [[-2.00978, -2.51573, 3.37078], [0.37518, -4.08035, 2.13760], [0.38517, -6.46401, -1.73979], [-1.08352, -4.59997, 0.40319], [1.20555, -6.74867, 0.55905], [-1.51535, 6.00940, -0.48797], [2.10961, 0.12542, -1.60381], [-0.61201, 5.99695, -1.48860], [1.41862, 0.65673, -2.63221], [2.15137, 0.74614, -0.40965], [-1.74039, 4.90410, 0.24706], [0.21507, -4.43630, -0.16343], [0.11334, 4.86151, -1.76869], [1.02740, -3.68123, 0.96033], [-2.24382, 7.26233, -0.19464], [0.71880, 1.83091, -2.47586], [-1.03527, 3.74659, 0.00692], [-0.07580, 3.70394, -1.00890], [-1.02753, -1.59548, 3.73534], [1.46178, 1.91872, -0.20461], [0.71212, 2.48307, -1.23901], [-1.89198, -2.90089, 2.00534], [2.79496, -1.16755, -1.78301], [-1.03954, -4.34862, 1.86641], [0.63057, -5.96237, -0.43903], [-1.24275, 2.87611, 0.61494], [0.53911, -7.30747, 0.94638], [1.42614, 0.11110, -3.56459], [0.84108, 4.89400, -2.56803], [-2.48471, 4.96482, 1.02697], [3.49907, -1.09336, -2.60855], [-1.36117, -0.56261, 3.53978], [3.31784, -1.42191, -0.86711], [-2.89137, -3.09668, 1.59333], [-1.54756, -5.24179, 2.48441], [-2.76170, 7.57981, -1.09648], [-0.07332, -1.75026, 3.21880], [2.02281, -1.90867, -1.98723], [-0.47970, 6.91378, -2.04464], [-0.54728, -6.35048, -1.89729], [-1.51903, 8.01071, 0.11824], [2.02967, -4.07351, 1.14263], [2.72938, 0.28128, 0.37522], [0.97516, -2.59915, 0.73092], [1.51254, 2.38708, 0.76891], [0.15592, 2.21538, -3.31552], [-2.96045, 7.08807, 0.60070], [0.02461, -3.81623, -1.05384], [-1.40912, -2.12462, 1.38645], [-0.83969, -1.72000, 4.80278]],
  "nbo_charge": [-0.52, -0.69, -0.93, -0.70, -0.93, -0.26, -0.26, 0.08, 0.09, 0.09, 0.10, -0.28, -0.20, -0.09, -0.41, -0.21, -0.22, 0.03, -0.24, -0.20, -0.01, -0.28, -0.41, 0.61, 1.17, 0.26, 0.51, 0.25, 0.26, 0.25, 0.24, 0.13, 0.24, 0.19, -0.08, 0.24, 0.17, 0.25, 0.25, 0.49, 0.24, 0.19, 0.25, 0.11, 0.25, 0.25, 0.24, 0.15, 0.13, 0.19],
  "largest_force_ev_per_a": 1.84,
  "gap_ev": 1.890,
  "lumo_ev": -5.787,
  "energy_ha": -1159.81117,
  "total_charge": 1
}

---

{
  "formula": "C16H25BrIO4P2Rh",
  "method": "the ωB97M-V functional and the def2-TZVPD basis",
  "symbols": ["I", "Rh", "Br", "P", "P", "O", "O", "O", "O", "C", "C", "C", "C", "C", "C", "C", "C", "C", "C", "C", "C", "C", "C", "C", "C", "H", "H", "H", "H", "H", "H", "H", "H", "H", "H", "H", "H", "H", "H", "H", "H", "H", "H", "H", "H", "H", "H", "H", "H", "H"],
  "positions_angstrom": [[-0.00772, -0.61024, -4.23589], [0.02057, -0.22350, 0.08530], [-1.48579, 0.50449, 4.38623], [2.29029, -0.23885, -0.28851], [-2.22159, -0.18889, -0.23088], [-0.22737, -2.33462, 1.54388], [0.58283, -0.38351, 2.30562], [0.01871, 1.89106, -5.83646], [0.03086, 2.74856, 0.37511], [0.00716, 0.70157, -6.00970], [-0.42584, -1.36562, 6.26660], [0.01115, 1.60843, 0.11408], [0.37453, -3.25034, 4.35909], [-0.00036, -0.09982, -7.28134], [2.83091, -0.06616, -2.00815], [-0.04174, -1.97666, 3.94508], [3.00456, -1.75774, 0.43193], [-2.95905, -1.67276, 0.52865], [0.43945, -3.56397, 5.72245], [-0.54618, -1.07306, 4.89995], [0.09766, -1.56077, 2.49465], [3.02835, 1.13578, 0.67078], [-2.79396, -0.03889, -1.93667], [0.08992, -2.60188, 6.67608], [-2.92817, 1.20307, 0.72463], [-2.37060, -2.54652, 0.22373], [-2.28823, -0.75763, -2.59755], [-3.87754, -0.20941, -1.95204], [4.03229, -1.92117, 0.08572], [-4.00431, -1.77946, 0.21441], [2.72534, 2.10032, 0.24334], [0.22687, -2.80213, 7.73798], [2.60582, 0.95177, -2.34381], [2.64533, 1.05798, 1.69679], [4.12229, 1.05298, 0.67009], [-0.90045, -0.71808, -7.32420], [-4.02293, 1.13109, 0.71912], [2.98774, -1.67504, 1.52660], [2.35914, -2.59309, 0.13354], [-2.89695, -1.58005, 1.62040], [0.77887, -4.55660, 6.03340], [3.91325, -0.24503, -2.05566], [-2.61512, 2.15945, 0.28664], [-0.70983, -0.62960, 7.01298], [2.30171, -0.77018, -2.66772], [0.89070, -0.73090, -7.32827], [0.62957, -3.97953, 3.58770], [-2.56705, 0.96998, -2.29566], [0.00286, 0.57324, -8.14138], [-2.55655, 1.13961, 1.75826]],
  "nbo_charge": [-0.12, 0.52, 0.36, 1.09, 1.08, -0.67, -0.72, -0.46, -0.43, 0.56, -0.18, 0.44, -0.19, -0.74, -0.97, -0.04, -0.95, -0.94, 0.01, 0.04, 0.71, -0.96, -0.96, -0.17, -0.96, 0.28, 0.28, 0.26, 0.27, 0.26, 0.26, 0.27, 0.27, 0.27, 0.27, 0.27, 0.27, 0.26, 0.27, 0.25, 0.26, 0.26, 0.26, 0.27, 0.28, 0.27, 0.27, 0.27, 0.27, 0.24],
  "largest_force_ev_per_a": 7.39,
  "gap_ev": [6.235, 3.629],
  "lumo_ev": [-6.421, -10.585],
  "energy_ha": -4589.94727,
  "multiplicity": 5,
  "total_charge": 2
}

---

{
  "formula": "C16H25CeClS",
  "method": "the ωB97M-V functional and the def2-TZVPD basis",
  "symbols": ["Ce", "Cl", "S", "C", "C", "C", "C", "C", "C", "C", "C", "C", "C", "C", "C", "C", "C", "C", "C", "H", "H", "H", "H", "H", "H", "H", "H", "H", "H", "H", "H", "H", "H", "H", "H", "H", "H", "H", "H", "H", "H", "H", "H", "H"],
  "positions_angstrom": [[0.10625, 0.17886, 0.45536], [0.11954, 0.47044, -3.99414], [0.77689, 2.91342, 0.45264], [2.44580, -0.91435, -0.36173], [1.81847, -0.98830, 1.90035], [-2.16166, 0.89154, 1.43929], [2.32793, 3.83280, 0.62572], [-0.84426, 1.79208, -6.07012], [1.14321, -2.05171, 1.20459], [1.55467, 1.36308, -6.02684], [1.52387, -2.01486, -0.18050], [2.62461, -0.28009, 0.92085], [-2.04173, -1.29618, 0.64663], [0.00114, -0.49442, -6.42577], [-1.92125, -0.47040, 1.83177], [-2.35409, -0.45414, -0.46388], [-0.55322, 4.13126, 0.55649], [0.20924, 0.79103, -5.65332], [-2.42750, 0.90924, 0.02500], [-2.71800, 1.78013, -0.56927], [-1.92806, -2.37777, 0.62870], [0.79104, -1.19568, -6.15458], [-0.65092, 2.73720, -5.56511], [-0.77146, 1.93848, -7.16982], [-0.97280, 4.12104, 1.57041], [-0.19654, 5.14088, 0.29524], [-2.17833, 1.74234, 2.11694], [3.31426, 0.53262, 1.15022], [2.36190, 4.40416, 1.56338], [-0.98193, -0.90057, -6.18113], [1.57325, 1.51942, -7.12526], [3.14296, 3.09785, 0.59884], [1.68566, 2.31586, -5.51992], [0.44048, -2.74084, 1.66396], [2.99176, -0.68000, -1.27634], [-2.58136, -0.77252, -1.48719], [-1.34959, 3.79194, -0.12030], [-1.66325, -0.81365, 2.84042], [1.72899, -0.74914, 2.96117], [-1.83360, 1.40624, -5.81688], [2.45867, 4.52875, -0.20866], [2.33476, 0.65816, -5.74207], [0.05570, -0.26900, -7.51742], [1.22638, -2.72517, -0.95870]],
  "nbo_charge": [1.50, -0.05, 0.28, -0.25, -0.32, -0.31, -0.70, -0.61, -0.29, -0.61, -0.26, -0.30, -0.28, -0.61, -0.32, -0.25, -0.71, -0.06, -0.27, 0.28, 0.28, 0.22, 0.21, 0.24, 0.25, 0.28, 0.28, 0.28, 0.26, 0.22, 0.24, 0.25, 0.21, 0.28, 0.29, 0.29, 0.25, 0.29, 0.29, 0.22, 0.27, 0.21, 0.23, 0.29],
  "largest_force_ev_per_a": 3.77,
  "gap_ev": [6.374, 6.379],
  "lumo_ev": [-9.083, -9.078],
  "energy_ha": -1957.53843,
  "total_charge": 2
}

---

{
  "formula": "C16H25Cl2O4P2Sn",
  "method": "the ωB97M-V functional and the def2-TZVPD basis",
  "symbols": ["Sn", "Cl", "Cl", "P", "P", "O", "O", "O", "O", "C", "C", "C", "C", "C", "C", "C", "C", "C", "C", "C", "C", "C", "C", "C", "C", "H", "H", "H", "H", "H", "H", "H", "H", "H", "H", "H", "H", "H", "H", "H", "H", "H", "H", "H", "H", "H", "H", "H", "H", "H"],
  "positions_angstrom": [[-0.66672, -0.86567, -0.54778], [4.92986, 4.52587, 4.08464], [-0.65486, -3.35175, -0.56808], [-1.81415, -0.67618, 1.75579], [0.56129, -0.56163, -2.78210], [-2.86440, -1.70035, -1.66904], [1.17246, 0.07122, 0.60805], [-1.76889, 2.51696, -0.78366], [0.72677, 1.98947, -0.49146], [3.52591, 4.15257, 1.78902], [-3.08609, -1.94058, 1.98862], [2.68268, 1.58721, 2.52977], [-2.56240, -2.86829, -1.48733], [3.91530, 3.61846, 3.03609], [-2.63223, 0.91174, 2.09587], [0.03485, -1.76791, -4.01746], [2.36131, -0.74998, -2.65317], [0.35072, 1.05807, -3.58118], [-0.63737, -0.88875, 3.11962], [2.68782, 3.40305, 0.94875], [2.26031, 2.11152, 1.30726], [3.49911, 2.32635, 3.40175], [-3.31950, -4.09107, -1.79208], [-1.23346, 1.49668, -0.70288], [1.32832, 1.33234, 0.41642], [-0.00262, 0.00437, 3.21597], [-1.88921, 1.72727, 2.09745], [2.78817, -0.89639, -3.65908], [-0.92390, -1.45976, -4.46897], [-0.70134, 1.19692, -3.87801], [2.38736, 0.58196, 2.80451], [2.80509, 0.14662, -2.19701], [0.00638, -1.75782, 2.92243], [-3.40354, -4.68994, -0.87272], [0.98946, 1.11833, -4.48164], [-0.08958, -2.76488, -3.56569], [-3.11749, 0.86482, 3.08987], [-2.66905, -2.95095, 1.85768], [-3.91184, -1.80243, 1.27139], [-1.19026, -1.04914, 4.05877], [0.80341, -1.82938, -4.80999], [3.80560, 1.92401, 4.37124], [0.63405, 1.85739, -2.87737], [-3.39784, 1.12361, 1.33107], [-3.48822, -1.84922, 3.01150], [2.60359, -1.61941, -2.02733], [2.37447, 3.83936, 0.00521], [-2.76443, -4.67057, -2.54298], [-4.32368, -3.83568, -2.17164], [3.87879, 5.15156, 1.50990]],
  "nbo_charge": [1.24, 0.11, -0.13, 1.13, 1.14, -0.46, -0.75, -0.37, -0.67, -0.22, -0.98, -0.17, 0.79, 0.02, -0.96, -0.98, -0.95, -0.96, -0.95, -0.14, -0.17, -0.23, -0.78, 0.49, 0.79, 0.29, 0.29, 0.30, 0.28, 0.27, 0.21, 0.29, 0.28, 0.32, 0.31, 0.26, 0.31, 0.27, 0.27, 0.30, 0.31, 0.26, 0.30, 0.28, 0.31, 0.28, 0.24, 0.33, 0.33, 0.26],
  "largest_force_ev_per_a": 5.13,
  "gap_ev": 3.656,
  "lumo_ev": -12.177,
  "energy_ha": -2741.97815,
  "total_charge": 3
}

---

{
  "formula": "C16H25FN4O3",
  "method": "the ωB97M-V functional and the def2-TZVPD basis",
  "symbols": ["F", "O", "O", "O", "N", "N", "N", "N", "C", "C", "C", "C", "C", "C", "C", "C", "C", "C", "C", "C", "C", "C", "C", "C", "H", "H", "H", "H", "H", "H", "H", "H", "H", "H", "H", "H", "H", "H", "H", "H", "H", "H", "H", "H", "H", "H", "H", "H", "H"],
  "positions_angstrom": [[3.42377, -5.81637, 2.17777], [5.59463, -2.48976, 3.18745], [2.73786, -2.56316, 3.07223], [-0.35941, -3.16049, 0.50286], [-0.76205, 1.24457, -0.49602], [-0.59054, -1.04616, -0.00387], [-2.44421, 2.11238, -1.89924], [1.11173, -1.80116, 1.54625], [-1.91911, 4.12491, -0.51332], [-4.82995, 2.66583, -2.00010], [-1.89435, 3.47532, -1.87055], [3.46358, -3.75741, 3.36826], [1.58034, -0.48171, 1.72760], [2.50019, -3.86545, 1.18594], [1.72388, -2.96255, 2.18569], [0.05624, -2.01209, 0.70856], [-3.62944, 1.95335, -4.12594], [-0.53011, 3.55275, -2.54515], [3.57532, -4.49322, 2.01194], [0.95471, 0.52535, 1.01610], [-3.72424, 1.82288, -2.60554], [-0.14981, 0.19070, 0.13907], [4.84211, -3.45064, 3.97125], [-1.76652, 1.02564, -1.29986], [-2.78137, 1.39390, -4.48755], [2.93658, -4.35612, 4.11207], [4.57643, -4.30070, 1.56855], [-2.54385, 4.12136, -2.51623], [2.94923, -3.20043, 0.42728], [2.50058, -0.28351, 2.28195], [-1.48630, 3.47368, 0.24403], [4.95603, -1.82956, 2.92658], [5.34382, -4.41761, 4.07650], [1.39475, 1.51678, 1.03907], [-5.82587, 2.50463, -2.46995], [4.69492, -3.06423, 4.97705], [-4.84958, 2.50295, -0.92535], [-4.59753, 3.70077, -2.18279], [0.26495, 3.23705, -1.88603], [-3.51413, 3.00541, -4.47226], [-2.92681, 4.39612, -0.25226], [-4.53439, 1.55574, -4.55753], [1.89667, -4.59712, 0.65177], [-0.56280, 2.96305, -3.47613], [-1.36581, 5.04883, -0.57481], [-0.32363, 4.60770, -2.83068], [-2.09017, -0.02709, -1.43241], [0.95908, -3.53116, 2.72853], [-4.03538, 0.78603, -2.41081]],
  "nbo_charge": [-0.35, -0.71, -0.54, -0.65, -0.61, -0.53, -0.42, -0.43, -0.62, -0.62, -0.04, 0.03, 0.08, -0.48, 0.28, 0.73, -0.62, -0.61, 0.19, -0.34, -0.02, 0.43, -0.08, 0.36, 0.22, 0.19, 0.18, 0.20, 0.22, 0.23, 0.24, 0.47, 0.19, 0.24, 0.22, 0.17, 0.22, 0.20, 0.23, 0.20, 0.21, 0.22, 0.27, 0.21, 0.21, 0.21, 0.21, 0.20, 0.21],
  "largest_force_ev_per_a": 4.04,
  "gap_ev": 8.764,
  "lumo_ev": 0.093,
  "energy_ha": -1169.27286,
  "smiles": "CC(C)N(/C=N/c1ccn([C@H]2C[C@H](F)[C@@H](CO)O2)c(=O)n1)C(C)C",
  "total_charge": 0
}